(1)
The following is a quantum chemistry calculation of the molecule C18H22ClN5O4S, from the OMol25 dataset.

Calculated values
- Energy relative to the best compared isomer or geometry (same formula, charge and spin): 4.3 kcal per mole
- Multiplicity: 1
- SMILES: C[C@@H]1CN(C(=O)c2cc(Cl)c3ccncc3n2)C[C@@H]1NC(=O)[C@@H](C)NS(C)(=O)=O
- LUMO: -0.279 eV
- HOMO energy: -9.228 eV
- Frontier orbital gap: 8.949 eV
- Net charge: 0

Atoms and positions in Å:
C1 4.303 -0.564 1.103
C2 4.281 0.949 1.189
C3 4.003 1.471 2.605
N1 3.411 2.804 2.376
C4 2.732 3.585 3.243
O1 2.120 4.583 2.880
C5 2.689 3.228 4.710
C6 1.614 3.775 5.445
C7 1.515 3.505 6.771
Cl1 0.197 4.146 7.682
C8 2.496 2.700 7.396
C9 2.522 2.341 8.758
C10 3.543 1.558 9.206
N2 4.548 1.095 8.422
C11 4.533 1.422 7.164
C12 3.532 2.227 6.567
N3 3.617 2.491 5.241
C13 3.273 3.073 0.946
C14 3.218 1.670 0.351
N4 1.887 1.140 0.565
C15 1.362 0.135 -0.164
O2 1.925 -0.367 -1.120
C16 -0.069 -0.310 0.165
C17 -0.246 -1.807 -0.040
N5 -0.675 0.141 1.436
S1 0.091 -0.051 2.887
C18 -1.217 -0.614 3.927
O3 1.049 -1.101 2.742
O4 0.493 1.248 3.366
H1 3.372 -0.993 1.476
H2 4.438 -0.893 0.073
H3 5.121 -0.967 1.703
H4 5.252 1.332 0.854
H5 4.898 1.516 3.214
H6 3.271 0.826 3.096
H7 0.886 4.397 4.945
H8 1.748 2.684 9.428
H9 3.591 1.266 10.249
H10 5.340 1.049 6.540
H11 4.146 3.606 0.562
H12 2.379 3.656 0.745
H13 3.461 1.666 -0.710
H14 1.395 1.498 1.370
H15 -0.666 0.201 -0.596
H16 -0.009 -2.067 -1.068
H17 0.414 -2.370 0.616
H18 -1.279 -2.082 0.172
H19 -1.029 1.090 1.393
H20 -0.776 -0.786 4.906
H21 -1.976 0.163 3.970
H22 -1.603 -1.534 3.498


(2)
The following is a quantum chemistry calculation of the molecule C18H22F3NO3, from the OMol25 dataset.

Calculated values
- Energy relative to the best compared isomer or geometry (same formula, charge and spin): 0.0 kcal per mole
- Multiplicity: 1
- SMILES: COC(=O)[C@@H]1C[C@H]2CC[C@H](O)C[C@H]2N1Cc1ccc(C(F)(F)F)cc1
- LUMO: 0.628 eV
- HOMO energy: -8.813 eV
- Frontier orbital gap: 9.441 eV
- Net charge: 0

Atoms and positions in Å:
C1 4.036 3.016 -2.373
O1 3.536 2.469 -1.159
C2 2.626 1.497 -1.277
O2 2.212 1.095 -2.334
C3 2.197 0.982 0.093
C4 2.910 -0.342 0.376
C5 2.060 -1.344 -0.408
C6 2.136 -2.777 0.113
C7 0.936 -3.567 -0.396
C8 -0.380 -3.031 0.198
O3 -1.455 -3.195 -0.700
C9 -0.237 -1.564 0.642
C10 0.634 -0.756 -0.322
N1 0.796 0.615 0.161
C11 -0.132 1.581 -0.393
C12 -1.500 1.408 0.209
C13 -1.650 1.462 1.591
C14 -2.891 1.298 2.172
C15 -4.001 1.078 1.364
C16 -5.350 0.936 2.005
F1 -5.314 0.205 3.132
F2 -5.867 2.133 2.360
F3 -6.261 0.362 1.208
C17 -3.868 1.026 -0.016
C18 -2.617 1.189 -0.585
H1 4.788 3.748 -2.090
H2 3.229 3.493 -2.933
H3 4.475 2.230 -2.990
H4 2.427 1.753 0.835
H5 2.857 -0.553 1.444
H6 3.953 -0.332 0.067
H7 2.376 -1.331 -1.454
H8 2.143 -2.788 1.204
H9 3.063 -3.241 -0.228
H10 0.892 -3.480 -1.486
H11 1.044 -4.626 -0.160
H12 -0.670 -3.630 1.067
H13 -1.280 -2.667 -1.487
H14 0.205 -1.514 1.636
H15 -1.235 -1.130 0.703
H16 0.167 -0.753 -1.319
H17 -0.196 1.514 -1.491
H18 0.238 2.580 -0.136
H19 -0.778 1.621 2.206
H20 -3.008 1.336 3.244
H21 -4.733 0.852 -0.636
H22 -2.512 1.144 -1.659


(3)
The following is a quantum chemistry calculation of a structure of composition C18H22MgN3O, from the OMol25 dataset.

Calculated values
- Energy relative to the best compared isomer or geometry (same formula, charge and spin): 0.0 kcal per mole
- Multiplicity: 2
- Expectation value of S²: 0.769
- LUMO (spin up / spin down): -0.308 / -0.308 eV
- HOMO energy (spin up / spin down): -3.910 / -6.842 eV
- Frontier orbital gap (spin up / spin down): 3.602 / 6.535 eV
- Net charge: 0

Atoms and positions in Å:
C1 -2.808 -1.029 -0.213
C2 -2.956 0.141 -1.378
H1 -2.245 -1.891 -0.576
H2 -3.835 -1.377 -0.072
H3 -2.514 -0.675 0.790
H4 -2.144 0.199 -2.128
H5 -3.827 -0.200 -1.943
H6 -3.215 1.111 -0.940
C3 -0.070 -3.057 -0.258
C4 0.862 -4.100 -0.285
C5 2.047 -3.913 -0.998
C6 2.255 -2.696 -1.642
H7 -0.990 -3.154 0.322
H8 0.633 -5.017 0.252
H9 2.804 -4.694 -1.048
H10 3.172 -2.497 -2.189
N1 0.103 -1.907 -0.925
C7 1.275 -1.681 -1.572
C8 1.518 -0.323 -2.106
N2 0.577 0.633 -1.865
C9 0.838 1.908 -2.213
C10 2.982 1.326 -3.128
C11 2.029 2.302 -2.832
H11 0.071 2.636 -1.946
H12 2.180 3.354 -3.060
C12 2.714 0.004 -2.779
H13 3.421 -0.789 -3.002
H14 3.921 1.581 -3.616
Mg1 -1.170 0.052 -0.495
C13 -1.383 2.259 -0.073
H15 -1.730 2.837 -0.942
H16 -0.408 2.654 0.240
H17 -2.095 2.399 0.752
O1 -0.341 -0.304 1.273
N3 -0.246 0.372 2.413
C14 -1.320 0.436 3.250
C15 -1.251 1.236 4.382
C16 -0.080 1.943 4.661
C17 1.009 1.838 3.794
C18 0.914 1.045 2.660
H18 -2.207 -0.136 2.976
H19 -2.129 1.291 5.021
H20 -0.018 2.572 5.546
H21 1.943 2.367 3.967
H22 1.713 0.941 1.927


What maximum force values result from the calculations? In sequence: 0.011 0.011 0.125 Eh/bohr.